1.
{"formula": "C5H9NO", "method": "ωB97M-V/def2-TZVPD", "e_above_lowest_kcal_mol": 84.77, "e_lumo_ev": 0.85, "orbital_gap_ev": 9.32, "smiles": "C[C@@H](N)/C=C1\\CO1", "e_homo_ev": -8.5, "symbols": ["C", "H", "C", "H", "N", "O", "H", "H", "H", "C", "H", "H", "C", "H", "H", "C"], "coordinates": [[-1.70, -0.12, -0.62], [0.92, 1.23, 1.36], [0.50, 0.71, 0.51], [-0.65, -0.13, 2.53], [-1.02, -0.56, 1.69], [2.71, -0.14, -0.13], [2.16, 0.70, -1.97], [-0.30, -1.23, 1.42], [-1.15, -0.97, -1.05], [2.05, -0.24, -1.42], [2.16, -1.16, -1.97], [-1.51, 1.34, 0.94], [-0.98, 0.44, 0.60], [-2.68, -0.49, -0.29], [-1.86, 0.62, -1.40], [1.36, -0.01, -0.19]]}

2.
{"formula": "C5H9NO", "method": "ωB97M-V/def2-TZVPD", "e_above_lowest_kcal_mol": 99.19, "e_lumo_ev": 0.68, "orbital_gap_ev": 9.30, "smiles": "[H]/N=C\\[C@](C)(O)C=C", "e_homo_ev": -8.6, "symbols": ["H", "C", "N", "C", "H", "H", "C", "C", "H", "O", "H", "H", "H", "C", "H", "H"], "coordinates": [[-0.97, 0.44, -1.85], [0.04, 0.17, -1.57], [1.02, 0.34, -2.37], [-0.24, -1.05, 0.31], [-0.39, 1.49, 1.66], [1.82, -0.27, -2.25], [-0.67, -1.65, 1.39], [-0.54, 1.45, 0.59], [-0.49, -1.41, -0.85], [1.65, 0.52, 0.16], [2.08, -0.26, 0.55], [-1.60, 1.34, 0.38], [-0.59, -1.19, 2.36], [0.27, 0.31, -0.01], [-0.20, 2.39, 0.15], [-1.16, -2.61, 1.35]]}

3.
{"formula": "C5H9NO", "method": "ωB97M-V/def2-TZVPD", "e_above_lowest_kcal_mol": 111.62, "e_lumo_ev": 1.08, "orbital_gap_ev": 9.19, "smiles": "C[C@H]1C[C@H]1/C=N\\O", "e_homo_ev": -8.1, "symbols": ["H", "O", "H", "N", "C", "H", "C", "H", "H", "H", "H", "C", "C", "C", "H", "H"], "coordinates": [[-1.48, 0.09, -0.97], [-0.27, 2.41, 1.63], [1.43, -0.98, -1.45], [0.81, 1.90, 0.90], [-0.35, -0.25, 1.04], [-1.66, -1.84, 0.52], [-0.64, -1.52, 0.34], [0.73, 0.43, -2.26], [-0.99, 0.02, 1.90], [0.02, 3.32, 1.75], [0.04, -1.17, -2.50], [-0.59, -0.40, -0.62], [0.76, 0.63, 0.80], [0.48, -0.50, -1.74], [1.64, 0.19, 0.37], [0.07, -2.33, 0.27]]}

4.
{"formula": "C5H9NO", "method": "ωB97M-V/def2-TZVPD", "e_above_lowest_kcal_mol": 179.16, "e_lumo_ev": 0.99, "orbital_gap_ev": 9.22, "e_homo_ev": -8.2, "symbols": ["H", "H", "O", "C", "H", "C", "H", "C", "H", "H", "N", "C", "H", "H", "C", "H"], "coordinates": [[2.47, -0.59, 0.66], [3.27, -0.42, -1.00], [1.23, -1.05, -1.00], [1.20, 0.36, -0.87], [-1.71, 1.71, 0.34], [2.35, -0.40, -0.41], [-2.09, -1.22, -0.42], [-2.06, -0.62, 0.49], [-2.04, -1.26, 1.38], [-0.08, -0.95, 0.59], [-0.43, -0.07, 0.99], [0.19, 0.92, 0.12], [-2.95, 0.00, 0.58], [0.60, 1.75, 0.70], [-1.21, 0.98, -0.33], [1.25, 0.90, -1.82]]}

5.
{"formula": "C5H9NO", "method": "ωB97M-V/def2-TZVPD", "e_above_lowest_kcal_mol": 25.97, "e_lumo_ev": 0.58, "orbital_gap_ev": 11.48, "smiles": "CC(C)(C#N)CO", "e_homo_ev": -10.9, "symbols": ["C", "H", "H", "H", "C", "C", "H", "H", "H", "H", "C", "C", "O", "H", "N", "H"], "coordinates": [[1.25, 0.26, 0.41], [-0.84, -0.99, 1.68], [-0.73, -1.81, 0.10], [-1.42, 0.37, -1.83], [-0.81, 1.51, 0.57], [-1.02, -0.89, 0.61], [2.53, -1.15, 0.79], [-0.14, -0.85, -1.80], [-2.09, -0.72, 0.45], [1.81, 0.97, -0.21], [-0.39, 0.18, -1.53], [-0.24, 0.28, 0.00], [1.75, -1.05, 0.24], [1.34, 0.59, 1.46], [-1.27, 2.42, 1.12], [0.27, 0.87, -2.06]]}

6.
{"formula": "C5H9NO", "method": "ωB97M-V/def2-TZVPD", "e_above_lowest_kcal_mol": 104.80, "e_lumo_ev": 0.59, "orbital_gap_ev": 7.42, "e_homo_ev": -6.8, "symbols": ["H", "H", "H", "O", "C", "N", "H", "H", "C", "C", "H", "C", "C", "H", "H", "H"], "coordinates": [[1.00, -1.70, 0.72], [-0.19, 1.70, 1.12], [-1.92, 1.29, 1.32], [0.36, -1.73, -2.28], [-0.89, 0.89, 1.34], [-0.81, 0.12, -1.09], [-0.05, 0.86, -1.20], [-1.46, -1.04, 0.54], [0.69, -0.85, 0.09], [1.61, 0.31, -0.31], [-1.70, 0.18, -1.59], [-0.72, -0.25, 0.36], [0.24, -1.07, -1.31], [1.85, 0.94, 0.55], [-0.69, 0.53, 2.36], [2.54, -0.09, -0.74]]}

7.
{"formula": "C5H9NO", "method": "ωB97M-V/def2-TZVPD", "e_above_lowest_kcal_mol": 65.35, "e_lumo_ev": 0.79, "orbital_gap_ev": 10.00, "smiles": "C=CC[C@@H](N)C=O", "e_homo_ev": -9.2, "symbols": ["O", "H", "C", "H", "H", "H", "H", "H", "C", "H", "C", "C", "H", "N", "H", "C"], "coordinates": [[-1.41, -1.52, -1.28], [0.41, 1.66, 0.31], [1.28, 0.16, -0.84], [-2.80, -0.30, 0.91], [-0.09, -0.31, 1.49], [-0.64, 1.21, -1.01], [1.18, -0.41, -1.76], [-2.10, 1.32, 1.02], [-0.73, -0.20, 0.61], [3.29, -0.40, -0.30], [2.53, 0.37, -0.40], [0.06, 0.80, -0.27], [-0.57, -2.40, 0.32], [-2.02, 0.32, 1.04], [2.56, 1.18, 0.33], [-0.95, -1.48, -0.17]]}

8.
{"formula": "C5H9NO", "method": "ωB97M-V/def2-TZVPD", "e_above_lowest_kcal_mol": 44.94, "e_lumo_ev": 0.96, "orbital_gap_ev": 10.33, "smiles": "CC(=O)[C@@H]1CN1C", "e_homo_ev": -9.4, "symbols": ["H", "C", "H", "C", "H", "H", "H", "C", "H", "O", "C", "N", "H", "H", "H", "C"], "coordinates": [[1.42, -1.14, -2.05], [-1.41, 1.16, 1.31], [2.21, 0.46, -2.00], [1.25, -0.06, -1.90], [-2.41, 1.59, 1.41], [0.57, 0.30, -2.68], [-0.49, -1.60, -0.67], [-0.29, -0.71, -0.08], [1.76, -1.42, 0.30], [-2.53, -0.85, 0.64], [1.08, -0.59, 0.50], [0.68, 0.25, -0.60], [-0.99, 1.02, 2.32], [-0.75, 1.84, 0.76], [1.24, -0.10, 1.46], [-1.51, -0.18, 0.62]]}

9.
{"formula": "C5H9NO", "method": "ωB97M-V/def2-TZVPD", "e_above_lowest_kcal_mol": 81.71, "e_lumo_ev": 0.92, "orbital_gap_ev": 10.12, "smiles": "CC1(C)CC=NO1", "e_homo_ev": -9.2, "symbols": ["N", "C", "H", "C", "H", "H", "H", "O", "H", "C", "H", "C", "H", "H", "H", "C"], "coordinates": [[-2.54, 0.53, -0.11], [0.51, 0.60, -1.27], [-0.50, -1.59, -0.78], [0.70, 0.73, 1.27], [1.25, -0.22, -1.23], [0.11, 0.42, 2.08], [1.54, 0.32, 0.89], [-1.39, 1.27, 0.08], [1.21, 1.47, -1.38], [-0.80, -1.01, 0.04], [-0.60, -1.75, 0.91], [-2.30, -0.71, -0.09], [-0.05, 0.57, -2.22], [-3.12, -1.36, -0.39], [0.72, 1.76, 1.37], [-0.30, 0.42, 0.13]]}

10.
{"formula": "C5H9NO", "method": "ωB97M-V/def2-TZVPD", "e_above_lowest_kcal_mol": 85.43, "e_lumo_ev": 0.57, "orbital_gap_ev": 9.44, "e_homo_ev": -8.9, "symbols": ["H", "C", "H", "N", "O", "C", "C", "H", "C", "H", "H", "H", "H", "H", "C", "H"], "coordinates": [[-0.73, -2.16, 1.50], [0.52, 2.07, 0.05], [-0.15, 0.41, 1.06], [0.22, 3.02, -0.55], [-0.83, -1.92, 0.57], [-1.68, -0.39, -0.90], [0.83, 0.83, 0.76], [-1.03, -0.91, -1.62], [1.67, -0.14, -0.08], [1.33, 1.07, 1.70], [1.63, -1.15, 0.35], [1.31, -0.20, -1.11], [-2.72, -0.64, -1.13], [2.72, 0.18, -0.11], [-1.50, -0.78, 0.53], [-1.60, 0.70, -1.02]]}

11.
{"formula": "C5H9NO2", "method": "ωB97M-V/def2-TZVPD", "e_above_lowest_kcal_mol": 21.36, "e_lumo_ev": [3.66, 3.61], "orbital_gap_ev": [3.48, 6.75], "total_charge": -1, "spin_multiplicity": 2, "e_homo_ev": [0.2, -3.1], "symbols": ["N", "O", "H", "H", "C", "C", "H", "H", "C", "H", "C", "H", "H", "H", "C", "H", "O"], "coordinates": [[0.41, -0.05, 0.65], [-1.52, -0.11, 1.87], [2.18, -0.05, 1.73], [-1.96, 1.06, -0.56], [1.83, 0.18, 0.73], [-0.93, -1.48, -0.95], [2.37, -0.42, -0.02], [-1.58, -1.84, -0.14], [-0.20, -0.17, -0.71], [0.35, -0.11, 2.67], [-0.31, -0.08, 1.78], [-1.17, 1.08, -2.15], [2.10, 1.22, 0.51], [-0.42, 2.00, -0.84], [-1.00, 1.08, -1.06], [0.65, -0.28, -1.39], [-0.81, -2.02, -2.12]]}

12.
{"formula": "C5H9NO2", "method": "ωB97M-V/def2-TZVPD", "e_above_lowest_kcal_mol": 19.81, "e_lumo_ev": 0.61, "orbital_gap_ev": 10.22, "smiles": "CC(=O)N[C@@H](C)C=O", "e_homo_ev": -9.6, "symbols": ["H", "H", "H", "C", "N", "C", "O", "O", "H", "H", "C", "H", "H", "H", "C", "C", "H"], "coordinates": [[-1.40, 0.00, -2.22], [0.18, 1.36, 2.97], [-0.83, -1.64, -2.23], [-1.25, -0.86, -1.59], [-0.17, 0.87, -0.22], [1.12, -1.08, -0.84], [0.44, 2.75, 0.78], [1.41, -2.24, -0.77], [-0.50, -1.13, 0.48], [1.88, -0.31, -1.04], [0.31, 1.54, 0.87], [-0.49, 1.41, -1.00], [-2.24, -1.22, -1.33], [1.52, 0.55, 2.34], [0.47, 0.74, 2.12], [-0.30, -0.58, -0.44], [-0.14, -0.15, 2.13]]}

13.
{"formula": "C5H9NO2", "method": "ωB97M-V/def2-TZVPD", "e_above_lowest_kcal_mol": 168.46, "e_lumo_ev": -3.75, "orbital_gap_ev": 3.87, "e_homo_ev": -7.6, "symbols": ["H", "C", "O", "H", "N", "C", "H", "H", "C", "C", "H", "O", "H", "H", "H", "C", "H"], "coordinates": [[-4.01, -1.74, 0.36], [1.92, 0.98, -0.29], [2.54, -0.20, 0.80], [-0.01, -0.68, -1.12], [-2.56, -0.13, 0.15], [-1.46, -0.84, 0.50], [3.21, -0.64, 0.22], [2.47, 1.83, 0.17], [-3.79, -0.74, -0.02], [0.52, 0.88, 0.27], [0.56, -1.25, 0.44], [2.29, 0.69, -1.51], [-0.08, 1.64, -0.27], [0.44, 1.12, 1.41], [-4.58, -0.02, -0.22], [-0.05, -0.51, -0.01], [-1.56, -1.85, 0.93]]}

14.
{"formula": "C5H9NO2", "method": "ωB97M-V/def2-TZVPD", "e_above_lowest_kcal_mol": 53.41, "e_lumo_ev": 0.64, "orbital_gap_ev": 10.63, "smiles": "[H]/N=C\\C.O=C=O.C=C", "e_homo_ev": -10.0, "symbols": ["H", "C", "H", "H", "O", "H", "H", "H", "C", "C", "H", "H", "N", "O", "H", "C", "C"], "coordinates": [[3.41, -0.84, 0.37], [1.84, 0.29, -0.35], [-2.34, -0.34, -0.21], [-4.44, 1.86, -0.33], [0.46, -2.33, -1.32], [0.55, 1.16, 0.77], [3.77, 1.09, 0.46], [-2.60, 0.67, -1.59], [0.76, -2.47, -0.23], [-3.77, 1.17, 0.12], [-3.94, 1.12, 1.20], [2.06, -0.30, -1.26], [0.66, 0.65, -0.17], [0.97, -2.66, 0.87], [2.59, 0.27, 1.57], [-2.94, 0.46, -0.52], [2.96, 0.19, 0.60]]}